# 1
Computed, not measured: a 5-piece molecular cluster, C8H26O8 overall, with wB97M-V/def2-TZVPD.

Element x y z (Å)
O 0.905 -0.864 -3.038
C 2.171 -1.574 -2.924
C 2.279 -2.281 -1.636
O 1.334 -3.411 -1.526
H 0.211 -1.481 -3.297
H 2.279 -2.259 -3.794
H 2.981 -0.805 -2.942
H 2.077 -1.617 -0.812
H 3.286 -2.686 -1.512
H 0.413 -3.056 -1.627
O 0.183 1.488 6.236
C 0.496 2.410 5.191
C 0.213 1.843 3.745
O -1.101 1.329 3.678
H -0.672 1.029 6.018
H -0.060 3.343 5.403
H 1.551 2.658 5.363
H 0.928 1.054 3.530
H 0.391 2.705 3.121
H -1.468 1.666 2.829
O -1.399 -1.586 1.077
C -0.912 -2.172 -0.071
C -1.896 -2.214 -1.175
O -1.281 -2.708 -2.394
H -1.257 -2.228 1.793
H -0.026 -1.558 -0.459
H -0.549 -3.226 0.058
H -2.163 -1.172 -1.364
H -2.812 -2.753 -0.911
H -1.301 -3.695 -2.354
C -2.863 2.006 0.072
O -1.849 1.588 1.004
H -2.743 1.530 -0.904
H -3.833 1.556 0.346
H -2.866 3.093 -0.096
H -1.558 0.725 0.763
C 2.124 2.177 -2.702
O 1.120 2.823 -3.483
H 2.661 1.405 -3.253
H 2.929 2.938 -2.507
H 1.688 1.737 -1.803
H 0.390 2.243 -3.642

Results
2S+1: 1
Frontier orbital gap, Ha: 0.361
Structure (SMILES): OCCO.OCCO.OCCO.CO.CO
E_LUMO, eV: 0.3

Computed Mulliken charges, given in elementary charges: -0.47 -0.16 -0.52 -0.63 0.27 0.23 0.25 0.25 0.40 0.26 -0.54 -0.48 -0.21 -0.51 0.33 0.26 0.29 0.24 0.32 0.37 -0.48 -0.28 -0.02 -0.59 0.32 -0.09 0.55 0.07 0.35 0.32 -0.66 -0.46 0.20 0.31 0.28 0.22 -0.29 -0.52 0.09 0.28 0.16 0.29


# 2
Computed, not measured: C21H21AuN4O2P as an isolated structure, with wB97M-V/def2-TZVPD.

Element x y z (Å)
Au -1.009 -1.584 0.775
N -3.428 -1.629 2.369
P -3.185 -0.834 0.908
C -3.186 0.915 1.015
C -2.033 1.676 1.224
C -2.154 3.038 1.433
C -3.414 3.627 1.443
C -4.559 2.870 1.219
C -4.462 1.509 0.994
C -4.228 -1.568 -0.266
C -4.608 -2.917 -0.126
C -5.405 -3.489 -1.095
C -5.782 -2.744 -2.211
C -5.378 -1.420 -2.370
C -4.587 -0.826 -1.408
C -2.414 -1.486 3.319
C -2.629 -1.461 4.685
C -1.538 -1.285 5.517
C -0.263 -1.116 4.978
C -0.115 -1.144 3.616
N -1.175 -1.343 2.799
H -4.375 -1.684 2.733
H -1.052 1.217 1.210
H -1.270 3.644 1.580
H -3.506 4.689 1.626
H -5.532 3.343 1.211
H -5.358 0.926 0.818
H -4.306 -3.489 0.741
H -5.747 -4.509 -0.985
H -6.397 -3.207 -2.973
H -5.684 -0.858 -3.241
H -4.265 0.201 -1.525
H -3.628 -1.573 5.084
H -1.680 -1.262 6.590
H 0.602 -0.970 5.609
H 0.847 -1.019 3.137
C 1.867 -3.553 -5.507
N 1.458 -3.577 -4.092
C 2.270 -3.956 -3.041
C 1.554 -3.833 -1.900
N 0.314 -3.378 -2.294
C 0.274 -3.229 -3.625
H 2.360 -4.492 -5.741
H 2.545 -2.718 -5.667
H 0.981 -3.442 -6.125
H 3.281 -4.291 -3.199
H 1.796 -4.052 -0.876
H -0.580 -2.898 -4.191
O -0.800 -1.759 -1.182
O -0.758 -3.181 -1.492

Results
2S+1: 1
Frontier orbital gap, Ha: 0.243
Total charge: +3
E_LUMO, eV: -11.4

Computed Mulliken charges, given in elementary charges: 0.30 -0.23 1.28 0.84 -0.20 -0.86 -0.48 -0.83 -0.40 0.95 -0.37 -0.87 -0.39 -0.86 -0.59 1.00 -0.88 -0.25 -0.75 -0.06 -0.33 0.37 0.23 0.45 0.45 0.45 0.48 0.46 0.47 0.46 0.47 0.50 0.40 0.47 0.45 0.42 -0.79 0.06 -0.51 -0.39 0.31 0.03 0.35 0.35 0.31 0.46 0.48 0.42 -0.49 -0.14


# 3
Computed, not measured: C25H15Cl5NOReS4 as an isolated structure, with wB97M-V/def2-TZVPD.

Element x y z (Å)
Re -0.481 0.802 0.381
S -3.799 -0.195 -0.639
C -4.609 -1.852 -0.742
C -5.939 -2.179 -0.600
C -6.246 -3.525 -0.771
C -5.253 -4.455 -1.076
C -3.920 -4.084 -1.216
C -3.612 -2.738 -1.103
S -2.271 -1.695 -0.503
C -0.269 -1.315 2.211
C 0.701 -0.393 2.828
C 1.591 -0.543 3.868
C 2.210 0.598 4.377
C 1.968 1.851 3.841
C 1.073 1.957 2.780
C 0.825 3.267 2.068
S -0.390 3.204 0.682
C 0.495 3.551 -0.831
C 1.235 4.720 -0.938
C 1.884 5.016 -2.123
C 1.762 4.149 -3.202
C 0.986 3.008 -3.103
C 0.331 2.681 -1.916
S -0.626 1.175 -1.902
N 0.457 0.862 2.354
H -6.695 -1.445 -0.357
H -7.270 -3.855 -0.655
H -5.521 -5.496 -1.196
H -3.164 -4.824 -1.445
H -0.108 -3.083 0.690
H -1.114 -1.363 2.887
H 1.809 -1.523 4.269
H 2.900 0.500 5.204
H 2.471 2.725 4.231
H 1.763 3.639 1.654
H 0.429 4.005 2.766
H 1.296 5.402 -0.098
H 2.472 5.919 -2.207
H 2.279 4.362 -4.128
H 0.892 2.340 -3.949
Cl 3.642 -4.522 -1.779
C 2.993 -2.999 -1.348
C 2.023 -2.872 -0.369
Cl 1.432 -4.346 0.345
C 1.334 -1.654 -0.232
Cl -0.259 -1.600 0.508
C 1.966 -0.432 -0.585
O 1.586 0.718 -0.081
C 2.991 -0.589 -1.537
Cl 3.648 0.866 -2.177
C 3.459 -1.824 -1.955
Cl 4.645 -1.914 -3.178

Results
2S+1: 4
Frontier orbital gap (alpha / beta), Ha: 0.227 / 0.234
Total charge: +1
E_LUMO (alpha / beta), eV: -3.8 / -4.2

Computed Mulliken charges, given in elementary charges: 0.36 -0.17 0.79 -0.64 -0.29 -0.60 -0.46 -0.44 0.50 -1.10 0.81 -0.87 -0.22 -0.75 0.67 -0.93 -0.24 0.44 -0.48 -0.62 -0.65 -0.74 0.62 -0.32 0.01 0.41 0.39 0.39 0.40 0.25 0.47 0.48 0.44 0.48 0.46 0.57 0.49 0.42 0.40 0.46 -0.17 0.27 -0.07 -0.17 0.53 -0.08 -0.02 -0.58 0.10 -0.13 0.23 -0.14


Calculated energy above the lowest of the compared OMol25 structures with the same formula, charge and spin (kJ/mol), listed in the same order as above: 330.8, 0.0, 1397.2
Calculated max |F| (eV/A), listed in the same order as above: 3.04, 0.98, 4.77